1.
One molecule with the formula C19H19N3O3S3. Source: OMol25; level of theory: wB97M-V/def2-TZVPD.

Each line ends with the Mulliken charge.
CARTESIAN COORDINATES (ANGSTROEM)
C (1.73873, 3.39265, 0.48612)  -0.621
N (1.10874, 2.76668, 1.63176)  0.180
C (1.40427, 1.51605, 2.05557)  0.429
O (0.88510, 1.01969, 3.03789)  -0.681
C (2.42928, 0.71236, 1.26897)  -0.590
S (1.64116, -0.80238, 0.62919)  -0.221
C (1.22130, -0.33928, -0.99995)  0.432
N (1.50679, 0.87893, -1.43547)  -0.388
C (1.19598, 1.18351, -2.69169)  -0.240
N (0.62465, 0.40438, -3.57870)  -0.600
C (0.33174, -0.81587, -3.14960)  0.331
S (-0.41933, -2.04045, -4.10614)  -0.382
C (-0.37369, -3.17165, -2.75537)  0.427
C (-0.90365, -4.51102, -2.91998)  1.238
C (-1.45295, -4.91097, -4.14001)  -0.600
C (-1.95936, -6.18481, -4.30408)  -0.666
C (-1.92815, -7.08714, -3.25337)  -0.464
C (-1.38585, -6.70365, -2.03731)  -0.645
C (-0.87803, -5.43086, -1.86769)  -0.460
C (0.19239, -2.61501, -1.64589)  -1.294
C (0.60143, -1.27777, -1.84435)  0.656
C (0.18450, 3.57079, 2.42432)  -0.452
C (-1.23048, 2.96700, 2.48898)  -0.871
C (-2.07381, 3.90120, 3.33272)  -0.719
S (-0.86992, 4.64471, 4.49843)  1.168
O (-1.15913, 4.28584, 5.85636)  -0.674
O (-0.74528, 6.04605, 4.19792)  -0.661
C (0.60979, 3.78924, 3.86629)  -0.878
H (1.19945, 4.30294, 0.23583)  0.316
H (2.77735, 3.65848, 0.70101)  0.294
H (1.70039, 2.72842, -0.37856)  0.152
H (2.89184, 1.21804, 0.42965)  0.422
H (3.18164, 0.35341, 1.97222)  0.440
H (1.44697, 2.18531, -3.01323)  0.381
H (-1.47917, -4.21045, -4.96216)  0.327
H (-2.38021, -6.47525, -5.25507)  0.381
H (-2.32409, -8.08331, -3.38084)  0.386
H (-1.35867, -7.40234, -1.21432)  0.383
H (-0.45972, -5.14940, -0.91443)  0.301
H (0.32565, -3.11673, -0.70548)  0.445
H (0.11699, 4.55584, 1.95186)  0.559
H (-1.16407, 1.98384, 2.95522)  0.349
H (-1.63734, 2.84798, 1.48336)  0.437
H (-2.84403, 3.39730, 3.90520)  0.436
H (-2.49743, 4.72357, 2.76368)  0.357
H (1.47111, 4.43871, 3.97704)  0.445
H (0.73710, 2.85539, 4.40408)  0.435

Output
relative energy (zero: lowest compared OMol25 entry of this formula, charge and spin)	40.3	kJ/mol
HOMO-LUMO gap	8.025	eV
E_HOMO	-8.408	eV
LUMO energy	-0.0141	Eh

2.
One molecule with the formula C19H19N3O4S. Source: OMol25; level of theory: wB97M-V/def2-TZVPD.

Each line ends with the Mulliken charge.
CARTESIAN COORDINATES (ANGSTROEM)
C (-0.97719, -3.45905, 1.46563)  -1.480
C (-2.05322, -2.43959, 1.27730)  0.637
C (-3.45236, -3.07092, 1.44776)  -1.381
N (-1.97015, -1.88512, -0.03913)  -0.263
S (-2.56771, -0.28856, -0.23537)  1.464
O (-3.95915, -0.28059, 0.18761)  -0.756
O (-1.69257, 0.61980, 0.54798)  -0.617
C (-2.37145, 0.01086, -2.01071)  0.217
C (-3.54253, 0.30913, -2.77113)  -0.684
C (-3.42133, 0.49983, -4.15487)  -0.590
C (-2.14233, 0.41593, -4.77187)  -0.600
C (-1.00692, 0.13628, -4.00735)  -0.574
C (-1.11707, -0.05488, -2.64185)  0.911
C (0.09202, -0.34318, -1.84363)  -0.616
O (0.37862, -1.52143, -1.64755)  -0.596
N (0.72641, 0.58227, -1.02126)  0.979
N (1.75391, 0.31858, -0.11561)  -1.124
C (1.97106, 1.40128, 0.62102)  0.110
C (3.14421, 1.57125, 1.57607)  0.505
C (3.86097, 0.42084, 1.91601)  -0.392
C (4.99498, 0.51308, 2.72131)  -0.540
C (5.42033, 1.74390, 3.26179)  -0.421
C (4.73572, 2.89684, 2.91897)  -0.712
C (3.58012, 2.79646, 2.11623)  -0.152
C (1.11316, 2.54987, 0.20608)  -0.020
C (0.41794, 1.92101, -0.97412)  0.078
O (-0.25942, 2.55784, -1.78568)  -0.622
H (-1.01931, -4.28330, 0.72135)  0.320
H (-0.02562, -2.90829, 1.35810)  0.385
H (-1.04757, -3.86341, 2.47731)  0.436
H (-1.93178, -1.65871, 2.05080)  0.277
H (-3.57479, -3.47948, 2.44555)  0.415
H (-4.27780, -2.37241, 1.31384)  0.344
H (-3.55867, -3.90571, 0.69042)  0.276
H (-1.01786, -1.88787, -0.36506)  0.277
H (-4.47158, 0.36277, -2.27468)  0.572
H (-4.30428, 0.75652, -4.73202)  0.396
H (-2.08904, 0.58173, -5.82108)  0.434
H (-0.04539, 0.09639, -4.49015)  0.501
H (3.61607, -0.55370, 1.51555)  0.427
H (5.55529, -0.38286, 2.95212)  0.352
H (6.25454, 1.80003, 3.90999)  0.431
H (5.10927, 3.84350, 3.28757)  0.371
H (3.01350, 3.69155, 1.84107)  0.311
H (1.79288, 3.39058, -0.11002)  0.448
H (0.36610, 2.85089, 0.98574)  0.267

Output
relative energy (zero: lowest compared OMol25 entry of this formula, charge and spin)	301.1	kJ/mol
HOMO-LUMO gap	8.945	eV
E_HOMO	-9.153	eV
LUMO energy	-0.0077	Eh

3.
C19H19N3O9Zn as an isolated structure. Source: OMol25; level of theory: wB97M-V/def2-TZVPD.

Each line ends with the Mulliken charge.
CARTESIAN COORDINATES (ANGSTROEM)
Zn (-1.08955, -1.12917, -0.38548)  0.298
O (-6.43463, -3.12019, -1.63019)  -0.525
C (-6.17563, -2.03791, -2.33387)  0.453
O (-6.99486, -1.52499, -3.05733)  -0.600
C (-4.79569, -1.45893, -2.26479)  0.334
C (-4.41537, -0.40077, -3.05334)  -0.373
N (-3.12611, -0.14382, -2.78425)  -0.061
N (-2.63407, -0.96305, -1.85370)  -0.010
C (-3.63590, -1.76335, -1.50646)  -0.216
C (-3.36582, -2.71633, -0.35540)  1.109
O (-4.21487, -3.55629, -0.07020)  -0.802
O (-2.25344, -2.54893, 0.25365)  -0.566
H (-5.64306, -3.43237, -1.09460)  0.461
H (-4.98666, 0.15575, -3.77868)  0.529
H (-2.54345, 0.58033, -3.16396)  0.210
O (0.10561, -0.35450, 1.15185)  -0.751
C (-0.41654, 0.78195, 0.93531)  0.998
O (-1.21320, 0.93238, -0.04600)  -0.776
C (-0.06287, 1.92672, 1.81693)  0.040
C (-0.83719, 3.07754, 1.80790)  -0.516
C (-0.52357, 4.16620, 2.62842)  -0.931
C (0.58862, 4.03992, 3.42116)  0.957
O (1.10197, 4.95141, 4.29552)  -0.492
C (2.27590, 4.35432, 4.86170)  -0.238
O (2.40150, 3.04217, 4.30760)  -0.506
C (1.36323, 2.89603, 3.42676)  0.885
C (1.06550, 1.81539, 2.64605)  -1.105
H (-1.69596, 3.11700, 1.15126)  0.479
H (-1.12537, 5.06588, 2.64037)  0.429
H (2.16268, 4.28618, 5.94127)  0.252
H (3.14868, 4.94833, 4.59748)  0.255
H (1.64976, 0.90296, 2.66937)  0.592
O (0.41699, -1.73790, -1.62696)  -0.674
C (1.46828, -1.21688, -2.00264)  0.553
C (1.86002, 0.18696, -1.66164)  -0.575
C (3.01818, 0.04996, -0.61922)  -0.733
C (3.09637, -1.28943, 0.15772)  -0.221
C (3.75906, -2.47821, -0.57188)  -0.793
C (2.91856, -3.08171, -1.70131)  -0.724
N (2.44931, -1.97573, -2.56744)  -0.186
H (1.00447, 0.71695, -1.25106)  0.061
H (2.20285, 0.72054, -2.55007)  0.458
H (2.90056, 0.85660, 0.10436)  0.374
H (3.97493, 0.21914, -1.12020)  0.438
H (2.10076, -1.56534, 0.51197)  0.083
H (3.68222, -1.09742, 1.05779)  0.410
H (3.98991, -3.25902, 0.15622)  0.381
H (4.71647, -2.14569, -0.99018)  0.298
H (2.04130, -3.59659, -1.31964)  0.339
H (3.49397, -3.78479, -2.29786)  0.369
H (3.22616, -1.41130, -2.88233)  0.331

Output
HOMO-LUMO gap	8.684	eV
E_HOMO	-8.563	eV
LUMO energy	0.0045	Eh

4.
C19H19N5O7ReS as an isolated structure. Source: OMol25; level of theory: wB97M-V/def2-TZVPD.

Each line ends with the Mulliken charge.
CARTESIAN COORDINATES (ANGSTROEM)
Re (0.17401, -0.17925, -0.10634)  1.197
S (1.73991, -1.80066, -0.69451)  -0.330
C (1.47446, -2.26982, 0.97335)  0.908
C (1.97221, -3.31409, 1.72418)  -0.911
C (1.54948, -3.41010, 3.03978)  -0.003
C (0.65520, -2.47833, 3.57629)  -1.029
C (0.19442, -1.46398, 2.78017)  0.086
N (0.60282, -1.36516, 1.49236)  -0.075
H (2.66055, -4.02352, 1.28785)  0.461
H (1.91382, -4.21793, 3.66133)  0.446
H (0.32355, -2.55156, 4.60138)  0.438
H (-0.49975, -0.71976, 3.13625)  0.404
C (-3.05778, 0.32031, 2.19240)  -1.163
C (-2.00739, 1.36100, 1.90026)  -0.394
O (-1.45112, 1.19930, 0.55120)  -0.345
H (-3.42755, 0.45193, 3.20963)  0.383
H (-2.67376, -0.69551, 2.08844)  0.275
H (-3.91174, 0.42866, 1.52202)  0.425
H (-1.14322, 1.30697, 2.55988)  0.395
H (-2.40911, 2.37138, 1.96156)  0.355
H (-2.18679, 1.19418, -0.07938)  0.244
N (3.34277, 4.70950, -2.10632)  -0.402
C (2.69370, 3.65513, -1.64626)  1.248
C (3.04137, 2.33819, -2.04242)  -0.852
C (2.34240, 1.28367, -1.56989)  -0.136
N (1.27987, 1.40312, -0.69973)  -0.017
C (0.95399, 2.68398, -0.30667)  -0.345
C (1.61375, 3.78522, -0.73230)  -0.798
H (4.09515, 4.61346, -2.77014)  0.230
H (3.09073, 5.64529, -1.83022)  0.226
H (3.85010, 2.16776, -2.73928)  0.385
H (2.59715, 0.28082, -1.87178)  0.369
H (0.11752, 2.77669, 0.36674)  0.402
H (1.30044, 4.75929, -0.38313)  0.406
O (-1.63896, -2.94309, -1.54258)  -0.467
C (-1.27873, -1.90811, -1.98248)  -0.125
O (-1.23650, -0.77664, -1.11582)  -0.443
C (-0.87944, -1.60427, -3.37535)  0.671
C (-0.35144, -0.37180, -3.73401)  -0.190
C (0.06589, -0.17726, -5.03470)  -0.347
C (-0.05133, -1.15059, -6.00704)  -0.466
C (-0.59234, -2.36134, -5.61426)  -0.168
C (-1.00053, -2.61897, -4.32328)  -0.778
N (-0.72292, -3.43902, -6.62949)  1.053
O (-1.19018, -4.48636, -6.24809)  -0.585
O (-0.34784, -3.17628, -7.74690)  -0.582
N (0.68356, 1.12117, -5.37710)  1.024
O (0.93843, 1.33178, -6.53279)  -0.566
O (0.90566, 1.88306, -4.44787)  -0.616
H (-0.25962, 0.44856, -3.03932)  0.825
H (0.26779, -0.98480, -7.02658)  0.637
H (-1.40387, -3.58821, -4.06356)  0.641

Output
relative energy (zero: lowest compared OMol25 entry of this formula, charge and spin)	59.5	kJ/mol
⟨S²⟩	0.76
HOMO-LUMO gap (alpha / beta)	7.015 / 7.512	eV
2S+1	2
E_HOMO (alpha / beta)	-14.805 / -15.350	eV
net charge	+2
LUMO energy (alpha / beta)	-0.2863 / -0.2880	Eh

5.
C19H19N6O2Pd as an isolated structure. Source: OMol25; level of theory: wB97M-V/def2-TZVPD.

Each line ends with the Mulliken charge.
CARTESIAN COORDINATES (ANGSTROEM)
Pd (0.12840, 0.09018, 0.53537)  1.280
C (-1.97964, -3.73493, 4.14574)  -0.280
C (-2.55679, -2.69867, 3.38784)  -0.974
C (-1.75685, -1.82019, 2.71619)  -0.298
C (-0.33137, -1.90463, 2.87576)  0.577
C (0.23539, -3.00728, 3.61015)  -0.212
C (-0.58833, -3.90161, 4.23138)  -0.876
N (0.41094, -0.91592, 2.36798)  -0.201
C (1.60551, -0.55771, 2.92789)  0.702
C (2.00640, -0.88907, 4.24550)  -0.351
C (3.27000, -0.54590, 4.68213)  -0.902
C (4.13291, 0.16838, 3.85293)  -0.530
C (3.72410, 0.61712, 2.58887)  -0.488
C (2.46666, 0.28488, 2.16024)  0.175
N (1.88114, 0.75576, 0.96409)  0.721
N (2.45630, 1.58164, 0.23580)  -0.902
C (1.68204, 1.97272, -0.85478)  0.144
C (2.15123, 2.92921, -1.72690)  -0.342
C (1.31567, 3.32861, -2.77169)  -0.349
C (0.06337, 2.75982, -2.88474)  -0.804
C (-0.34230, 1.78937, -1.96428)  -0.181
N (0.44965, 1.39583, -0.97881)  -0.175
H (-2.62676, -4.44444, 4.64842)  0.456
H (-3.63283, -2.59817, 3.34696)  0.486
H (-2.17490, -0.99353, 2.15835)  0.661
H (1.30309, -3.18139, 3.56337)  0.701
H (-0.17765, -4.75490, 4.75401)  0.471
H (1.29855, -1.32867, 4.93508)  0.708
H (3.57634, -0.79512, 5.68912)  0.456
H (5.11837, 0.43796, 4.21170)  0.450
H (4.37145, 1.23379, 1.98026)  0.548
H (3.13606, 3.35113, -1.58036)  0.539
H (1.64551, 4.08223, -3.47434)  0.462
H (-0.61857, 3.05764, -3.66923)  0.443
H (-1.32405, 1.33763, -2.00893)  0.539
C (-4.11838, -2.37152, -1.83150)  -0.908
O (-3.48120, -1.47044, -0.88474)  -0.340
C (-2.18955, -1.33492, -0.82184)  0.897
O (-1.76450, -0.46618, -0.02380)  -0.523
N (-1.40230, -2.10138, -1.59058)  -0.092
N (-0.00873, -1.96387, -1.52958)  -0.538
H (-5.18135, -2.23618, -1.67118)  0.243
H (-3.84185, -3.40290, -1.61527)  0.403
H (-3.86368, -2.08408, -2.85091)  0.419
H (-1.81388, -2.74019, -2.25630)  0.229
H (0.33840, -1.65243, -2.43214)  0.274
H (0.40085, -2.87248, -1.33631)  0.281

Output
relative energy (zero: lowest compared OMol25 entry of this formula, charge and spin)	0.0	kJ/mol
HOMO-LUMO gap (alpha / beta)	5.840 / 5.851	eV
E_HOMO (alpha / beta)	-18.440 / -18.459	eV
net charge	+3
LUMO energy (alpha / beta)	-0.4630 / -0.4633	Eh